Entry 1:
Entry from OMol25: an isolated molecule of C4H6N2O at a distorted geometry (the ωB97M-V functional and the def2-TZVPD basis).

Structure (XYZ):
```
13
C4H6N2O (the ωB97M-V functional and the def2-TZVPD basis)
O 1.434 2.107 0.049
C 0.854 1.050 -0.006
N 1.255 -0.196 0.330
C 0.428 -1.282 -0.213
C -0.897 -0.659 -0.652
C -1.452 0.197 0.417
N -0.508 0.887 -0.473
H 2.197 -0.318 0.666
H 0.246 -2.052 0.546
H 0.947 -1.751 -1.059
H -0.831 1.340 -1.315
H -2.478 0.548 0.325
H -1.072 0.221 1.442
```

Entry 2:
Entry from OMol25: a structure of composition C31H25N11OS4Ti (the ωB97M-V functional and the def2-TZVPD basis).

Structure (XYZ):
```
73
C31H25N11OS4Ti (the ωB97M-V functional and the def2-TZVPD basis)
Ti -0.266 -0.062 0.249
C -2.725 -1.988 -4.582
N -2.324 -1.798 -3.183
C -1.547 -0.867 -2.641
N -1.405 -1.110 -1.346
C -2.146 -2.238 -1.147
N -2.717 -2.684 -2.236
C -3.309 -0.739 -5.185
C -4.680 -0.582 -5.350
C -5.189 0.597 -5.881
C -4.343 1.641 -6.217
C -2.972 1.493 -6.039
C -2.463 0.295 -5.555
C -2.049 2.599 -6.285
N -2.202 3.700 -6.929
N -1.018 4.417 -6.768
C -0.247 3.688 -6.037
O -0.830 2.513 -5.697
C 1.083 3.959 -5.497
C 1.732 5.157 -5.768
C 2.966 5.401 -5.186
C 3.541 4.468 -4.337
C 2.900 3.262 -4.073
C 3.560 2.259 -3.157
N 2.650 1.254 -2.637
C 1.690 1.435 -1.742
N 1.218 0.247 -1.362
C 1.993 -0.642 -2.059
N 2.863 -0.074 -2.845
C 1.675 3.013 -4.663
H -3.445 -2.801 -4.562
H -1.851 -2.317 -5.146
H -1.109 -0.043 -3.178
H -2.252 -2.720 -0.189
H -5.352 -1.382 -5.063
H -6.257 0.707 -6.015
H -4.730 2.576 -6.599
H -1.390 0.176 -5.464
H 1.259 5.885 -6.414
H 3.475 6.335 -5.382
H 4.493 4.683 -3.865
H 3.997 2.766 -2.292
H 4.344 1.710 -3.676
H 1.332 2.395 -1.415
H 1.908 -1.712 -1.955
H 1.159 2.083 -4.469
C 4.391 -2.973 0.475
C 3.345 -3.888 0.546
C 2.053 -3.461 0.800
C 1.800 -2.103 0.979
C 2.844 -1.190 0.931
C 4.135 -1.625 0.671
N 0.465 -1.636 1.164
N -0.242 -2.391 2.040
C -1.449 -1.895 2.179
C -2.442 -2.561 2.964
C -3.691 -2.049 3.032
C -4.002 -0.847 2.329
C -3.036 -0.242 1.600
N -1.758 -0.739 1.490
H 5.399 -3.314 0.275
H 3.539 -4.944 0.405
H 1.231 -4.161 0.867
H 2.669 -0.136 1.099
H 4.932 -0.893 0.634
H -2.151 -3.467 3.477
H -4.454 -2.545 3.618
H -4.986 -0.406 2.387
H -3.225 0.684 1.075
S -1.036 2.167 0.311
S 3.594 2.243 0.455
S 2.123 2.973 1.604
S 0.406 1.786 1.776
```

Entry 3:
Entry from OMol25: a structure of composition C24H29B2F4N7O4S2Tl (the ωB97M-V functional and the def2-TZVPD basis).

Structure (XYZ):
```
73
Properties=species:S:1:pos:R:3
Tl 1.708 -0.170 0.535
C 4.359 -4.377 0.064
C 3.367 -3.257 0.014
N 3.363 -2.267 0.819
O 4.288 -2.291 1.812
B 3.939 -1.327 2.902
F 4.946 -1.412 3.839
F 3.805 -0.037 2.356
O 2.672 -1.697 3.611
N 1.603 -1.648 2.779
C 0.546 -2.239 3.185
C 0.427 -2.916 4.515
C -0.578 -2.330 2.194
N -0.444 -1.643 1.130
O -1.410 -1.824 0.151
B -1.043 -2.837 -0.894
F -2.064 -2.771 -1.832
F -0.938 -4.103 -0.293
O 0.215 -2.556 -1.637
N 1.297 -2.463 -0.788
C 2.226 -3.317 -0.961
C 2.203 -4.395 -1.999
C -1.722 -3.245 2.496
H 5.119 -4.162 0.808
H 4.832 -4.513 -0.911
H 3.869 -5.318 0.323
H 1.243 -2.603 5.160
H 0.473 -4.002 4.405
H -0.527 -2.674 4.984
H 1.220 -4.443 -2.456
H 2.450 -5.360 -1.559
H 2.946 -4.186 -2.773
H -2.287 -2.855 3.346
H -1.357 -4.237 2.767
H -2.372 -3.331 1.634
S -1.490 0.265 -1.778
C -2.078 0.978 -3.306
S -0.757 0.217 -4.001
C -3.111 1.771 -3.664
C -3.272 2.179 -5.026
N -3.380 2.498 -6.126
C -4.044 2.243 -2.683
N -4.789 2.610 -1.888
C 2.172 3.380 -1.768
C 0.756 3.050 -2.250
C 0.512 3.622 -3.647
C -0.269 3.524 -1.244
C -0.351 4.883 -0.952
C -1.164 5.349 0.062
C -1.894 4.443 0.815
C -1.864 3.078 0.559
C -2.670 2.180 1.488
C -3.589 1.139 0.843
C -1.751 1.523 2.523
C -1.067 2.641 -0.511
N -1.046 1.252 -0.753
H 2.910 3.017 -2.486
H 2.378 2.915 -0.804
H 2.309 4.458 -1.660
H 0.696 1.965 -2.313
H 0.781 4.680 -3.689
H -0.534 3.533 -3.942
H 1.116 3.093 -4.386
H 0.258 5.576 -1.519
H -1.219 6.407 0.279
H -2.517 4.798 1.628
H -3.330 2.873 2.019
H -3.046 0.262 0.500
H -4.155 1.560 0.010
H -4.307 0.795 1.590
H -1.134 0.754 2.055
H -2.343 1.040 3.304
H -1.092 2.254 2.994
```

As for the charge: -1.

Entry 4:
Entry from OMol25: a cluster of 2 separate species, C4H10O2 in total at a distorted geometry (the ωB97M-V functional and the def2-TZVPD basis).

Structure (XYZ):
```
16
C4H10O2 (the ωB97M-V functional and the def2-TZVPD basis)
C -1.521 -1.881 0.079
C 0.553 1.953 -0.137
C -1.015 -0.815 -0.843
C 0.945 0.530 0.239
O 2.041 -0.051 -0.462
O 1.037 0.382 1.649
H -2.616 -2.302 -0.165
H -1.681 -1.488 1.032
H -0.927 -2.804 0.029
H 1.370 2.512 -0.389
H -0.006 2.383 0.692
H 0.143 2.045 -1.116
H -0.223 -1.241 -1.475
H -1.610 -0.060 -1.327
H 2.615 -0.397 0.167
H 0.894 1.235 2.027
```

Entry 5:
Entry from OMol25: an isolated molecule of C6H8N2 at a distorted geometry (the ωB97M-V functional and the def2-TZVPD basis).

Structure (XYZ):
```
16
Properties=species:S:1:pos:R:3
C 3.069 -0.150 0.195
C 0.748 -0.070 -0.188
C -0.438 -0.821 -0.086
C -1.419 0.134 0.172
C -2.771 -0.411 0.029
C -0.720 1.413 -0.153
H 4.119 -0.633 0.661
H 3.378 0.583 -0.496
H 2.845 0.818 0.822
H -0.293 -1.996 -0.393
H -2.745 -1.574 0.228
H -3.561 -0.133 0.968
H -3.316 -0.274 -0.993
H -1.240 2.444 -0.291
N 1.785 -0.666 -0.378
N 0.558 1.334 -0.098
```

Its structure (SMILES) is C/N=C1/C=C(C)C=N1.

Entry 6:
Entry from OMol25: a cluster of 20 separate species, C11H62NO19 in total at a distorted geometry (the ωB97M-V functional and the def2-TZVPD basis).

Structure (XYZ):
```
93
Properties=species:S:1:pos:R:3
C -46.960 -2.452 -27.042
C -47.369 -2.818 -28.517
C -48.703 -3.484 -28.509
C -50.036 -2.610 -28.316
N -51.279 -3.259 -28.821
C -51.340 -3.228 -30.356
C -52.779 -3.312 -30.773
C -53.516 -2.720 -29.608
C -52.510 -2.503 -28.528
C -51.450 -4.694 -28.245
C -51.336 -4.874 -26.753
C -52.182 -5.997 -26.214
H -46.937 -3.219 -26.429
H -47.884 -1.878 -26.629
H -46.186 -1.888 -27.015
H -46.580 -3.306 -28.964
H -47.404 -1.747 -29.177
H -48.501 -4.421 -27.790
H -48.862 -3.996 -29.531
H -49.903 -1.707 -28.901
H -50.005 -2.362 -27.285
H -50.727 -4.108 -30.884
H -50.748 -2.289 -30.715
H -52.998 -4.256 -30.774
H -53.038 -2.844 -31.830
H -54.374 -3.374 -28.967
H -53.992 -1.667 -29.653
H -52.943 -2.558 -27.503
H -52.199 -1.457 -28.619
H -50.685 -5.226 -28.735
H -52.537 -5.285 -28.549
H -51.609 -3.956 -26.213
H -50.308 -5.182 -26.465
H -53.051 -6.027 -26.513
H -52.249 -6.028 -25.104
H -51.730 -6.880 -26.518
O -51.086 -0.885 -25.614
H -50.985 -1.624 -24.957
H -50.189 -0.371 -25.606
O -45.639 -5.093 -24.617
H -44.856 -4.613 -24.325
H -45.848 -5.168 -25.537
O -45.079 -1.589 -24.086
H -44.576 -2.361 -23.824
H -44.780 -1.524 -24.872
O -49.039 0.688 -30.157
H -49.454 1.453 -29.890
H -47.987 0.817 -30.118
O -54.891 -0.355 -27.388
H -55.653 -1.074 -27.734
H -54.383 -0.382 -28.108
O -46.444 0.911 -30.563
H -46.088 0.080 -30.679
H -45.913 1.581 -30.620
O -51.320 -8.591 -23.271
H -51.714 -7.651 -23.116
H -51.932 -8.770 -24.052
O -56.549 -2.605 -27.758
H -56.838 -2.511 -28.770
H -57.395 -2.327 -27.334
O -52.924 0.209 -31.761
H -53.311 0.644 -31.091
H -53.399 0.127 -32.504
O -50.215 -3.005 -23.799
H -50.451 -3.426 -22.891
H -49.491 -2.440 -23.473
O -48.155 -6.253 -30.998
H -47.661 -5.581 -31.225
H -47.683 -6.687 -30.196
O -48.680 0.672 -25.854
H -47.939 1.010 -26.338
H -48.194 0.707 -25.051
O -43.611 -1.018 -26.428
H -43.810 -0.875 -27.401
H -43.379 -1.846 -26.609
O -50.080 0.127 -32.590
H -51.089 -0.110 -32.382
H -49.675 0.285 -31.832
O -50.727 -6.890 -30.844
H -50.696 -7.810 -30.525
H -49.854 -6.593 -30.844
O -54.029 -7.426 -29.250
H -54.821 -7.085 -29.595
H -53.586 -7.819 -30.061
O -46.242 0.756 -27.574
H -45.858 0.930 -26.744
H -46.285 1.600 -28.077
O -51.255 -5.646 -33.199
H -51.354 -4.653 -32.976
H -50.640 -6.017 -32.543
O -48.523 -5.546 -24.121
H -48.658 -4.666 -24.159
H -47.610 -5.601 -24.219
```

As for the charge: +1.

no.,DFT total energy (eV)
1,-9270.1242
2,-117449.9934
3,-82572.1904
4,-8400.8834
5,-9326.5197
6,-52790.9373